Entry 1:
Computed, not measured: a molecular structure, C34H45IrN7O4PSb2Se2Te3, with ωB97M-V with the def2-TZVPD basis set.

Last column: Löwdin charge in e.
Cartesian coordinates (Å):
Ir1 -0.00907 -0.75696 0.31307  0.214
C1 -1.14386 -3.81135 -1.74150  -0.371
C2 -1.85104 -4.66973 -0.69342  -0.349
C3 -1.97998 -4.03365 0.69432  -0.372
Sb1 -2.39944 -1.92654 0.69329  1.438
C4 -4.21702 -1.90994 -0.41112  -0.369
C5 -4.70168 -0.73399 -0.97657  -0.141
C6 -5.93587 -0.71728 -1.61494  -0.085
C7 -6.69154 -1.87712 -1.69855  -0.075
C8 -6.21670 -3.05272 -1.13282  -0.069
C9 -4.98922 -3.06726 -0.48651  -0.115
C10 -3.33311 -1.81771 2.61429  -0.414
C11 -4.53692 -1.13038 2.76736  -0.165
C12 -5.18351 -1.10275 3.99572  -0.102
C13 -4.62765 -1.74871 5.09022  -0.097
C14 -3.42609 -2.43173 4.95274  -0.102
C15 -2.78690 -2.46959 3.72052  -0.179
Sb2 0.68738 -2.87452 -1.10703  1.351
C16 1.69955 -2.94117 -2.96471  -0.372
C17 1.02167 -2.62692 -4.13772  -0.133
C18 1.67967 -2.66754 -5.35931  -0.081
C19 3.02150 -3.01730 -5.41239  -0.079
C20 3.70219 -3.33227 -4.24456  -0.074
C21 3.04313 -3.29394 -3.02380  -0.143
C22 1.65540 -4.48120 -0.12316  -0.379
C23 2.37368 -4.22138 1.04118  -0.161
C24 3.01154 -5.25205 1.72080  -0.077
C25 2.93183 -6.54997 1.23763  -0.076
C26 2.22737 -6.81589 0.07012  -0.074
C27 1.59540 -5.78501 -0.61026  -0.120
H1 -1.77880 -2.96804 -2.03775  0.037
H2 -0.94698 -4.38859 -2.64615  0.064
H3 -1.32708 -5.62247 -0.58071  0.098
H4 -2.84602 -4.91610 -1.07334  0.095
H5 -1.02609 -4.10445 1.22883  0.032
H6 -2.72300 -4.54948 1.30385  0.065
H7 -4.10972 0.17259 -0.92210  0.071
H8 -6.31049 0.20411 -2.04397  0.103
H9 -7.65179 -1.86577 -2.19715  0.108
H10 -6.80659 -3.95844 -1.18791  0.109
H11 -4.64708 -3.98873 -0.03076  0.092
H12 -4.99079 -0.62851 1.92004  0.098
H13 -6.12138 -0.57214 4.09639  0.112
H14 -5.13218 -1.72779 6.04725  0.110
H15 -2.99425 -2.94921 5.80000  0.110
H16 -1.86867 -3.03713 3.62658  0.079
H17 -0.02593 -2.34980 -4.10274  0.081
H18 1.14526 -2.42842 -6.27013  0.104
H19 3.53582 -3.04844 -6.36392  0.106
H20 4.74734 -3.61032 -4.28382  0.108
H21 3.58312 -3.55339 -2.11960  0.093
H22 2.45958 -3.20178 1.40363  0.046
H23 3.57822 -5.04049 2.61876  0.107
H24 3.42726 -7.35546 1.76365  0.107
H25 2.17588 -7.82685 -0.31300  0.108
H26 1.06409 -6.00222 -1.53079  0.106
Se1 3.23221 -0.72597 -0.31907  -0.042
Te1 1.87592 1.23289 0.10981  0.326
Te2 1.68812 2.19586 -2.47894  0.357
Se2 0.19161 4.01456 -2.09349  -0.135
C28 -3.14590 1.01603 -4.36198  -0.066
N1 -2.03789 0.25245 -3.82652  0.040
C29 -1.48988 0.43297 -2.60162  -0.663
N2 -2.05972 1.37338 -1.80416  0.172
O1 -0.52079 -0.24754 -2.23022  -0.211
H27 -3.41892 0.60406 -5.32964  0.093
H28 -2.89104 2.06972 -4.50758  0.089
H29 -4.01797 0.93646 -3.71047  0.076
H30 -1.52612 -0.37190 -4.42515  0.135
H31 -2.56322 2.13347 -2.22876  0.082
H32 -1.59441 1.55619 -0.92170  0.030
C30 0.42040 5.12024 3.00509  -0.057
C31 0.05485 3.83614 2.31002  -0.281
O2 -1.37007 3.60802 2.51505  -0.283
P1 -1.99733 2.20188 2.12974  0.111
O3 -1.24864 1.51584 1.04386  -0.488
Te3 -2.13932 1.00161 4.23477  0.840
O4 -3.49293 2.54896 1.78264  -0.285
C32 -3.77299 3.46601 0.68315  -0.251
C33 -4.25054 4.78683 1.23108  -0.059
H33 1.47071 5.34834 2.82206  0.088
H34 0.26537 5.04094 4.08081  0.082
H35 -0.17952 5.94711 2.62670  0.085
H36 0.60482 2.98011 2.71025  0.084
H37 0.22931 3.88733 1.23428  0.070
H38 -4.53828 2.97105 0.08676  0.119
H39 -2.87557 3.58486 0.07054  0.100
H40 -5.15467 4.65066 1.82298  0.087
H41 -4.47694 5.46533 0.40750  0.087
H42 -3.48463 5.24370 1.85593  0.076
N3 1.92388 0.37922 5.29786  0.154
N4 1.39042 -0.42176 4.30173  -0.293
N5 1.09485 -1.68211 4.49611  0.159
C34 0.68984 -2.04069 3.28471  -0.210
N6 0.74304 -1.01866 2.42700  -0.142
N7 1.20703 0.01812 3.09842  0.045
H43 1.69728 -0.07599 6.17690  0.106
H44 1.43827 1.27144 5.25090  0.085
H45 0.39371 -3.04077 3.02073  0.107

HOMO level (alpha / beta): -8.7402 / -9.9732 eV
Kohn-Sham gap (alpha / beta): 0.224 / 0.197 Eh
2S+1: 6
Energy relative to the best compared isomer or geometry (same formula, charge and spin): 5.10 kcal/mol
Net charge: +1
Total energy: -232378.31756 eV


Entry 2:
Computed, not measured: a molecular structure, C34H45N7Ti at a distorted geometry, with ωB97M-V with the def2-TZVPD basis set.

Last column: Löwdin charge in e.
Cartesian coordinates (Å):
Ti1 0.85579 0.54432 0.40356  0.809
N1 -3.14806 3.72974 -2.21025  0.026
N2 2.44766 1.51278 -0.95495  -0.027
C1 0.18782 -1.42138 0.93000  -0.391
C2 -0.33624 -1.17626 -0.41576  -0.350
C3 -1.71918 -0.70204 -0.25249  -0.306
C4 -2.65024 -0.66405 -1.26034  -0.108
H1 -2.43994 -1.20791 -2.17247  0.029
H2 -3.29709 1.11781 -2.18791  0.008
H3 -3.71621 -0.59098 -0.98129  0.037
C5 -1.90721 -0.35983 1.12947  -0.254
C6 -3.17658 0.22103 1.64309  -0.085
H4 -4.01854 -0.46943 1.49282  0.068
H5 -3.46598 1.15189 1.12942  0.073
H6 -3.12154 0.45389 2.71220  0.053
C7 -0.80666 -0.84750 1.85960  -0.298
C8 -0.87510 -1.22372 3.30338  -0.080
H7 -1.65355 -0.69239 3.87156  0.062
H8 0.07603 -1.09184 3.83679  0.068
H9 -1.13672 -2.29130 3.36456  0.080
C9 0.13545 -1.83865 -1.66151  -0.086
H10 -0.43300 -2.76400 -1.84017  0.066
H11 1.20091 -2.10565 -1.62882  0.047
H12 -0.04291 -1.19182 -2.52921  0.069
C10 1.15082 -2.50932 1.29237  -0.072
H13 1.66767 -2.33652 2.24488  0.065
H14 1.92739 -2.62813 0.53293  0.059
H15 0.65550 -3.49355 1.37126  0.072
C11 -2.96877 5.03627 -2.18124  -0.241
H16 -3.85963 5.65179 -2.29763  0.069
C12 -1.70466 5.63964 -2.01467  -0.196
H17 -1.68045 6.71161 -1.90084  0.034
C13 -0.56030 4.82895 -1.94221  -0.187
H18 0.41468 5.29010 -1.72355  0.082
C14 -0.71430 3.45418 -2.13869  -0.107
H19 0.12766 2.75820 -2.14095  0.076
C15 -2.05931 2.91006 -2.29356  -0.423
C16 -2.32839 1.53739 -2.46214  -0.061
H20 -1.50649 0.94371 -2.80007  0.007
C17 2.73165 0.46358 -0.14071  -0.341
C18 3.40220 1.56433 -1.96205  -0.142
H21 3.57405 2.38663 -2.65220  0.089
C19 4.11326 0.39948 -1.92405  -0.085
H22 4.86651 0.02488 -2.60649  0.086
N3 3.73856 -0.25658 -0.74501  -0.022
C20 4.30146 -1.36945 -0.10799  -0.134
C21 4.66139 -2.52962 -0.81838  -0.198
C22 5.26026 -3.58353 -0.11027  -0.025
H23 5.62125 -4.47306 -0.64425  0.107
C23 5.42887 -3.52951 1.27981  -0.287
C24 6.12347 -4.64285 2.02847  -0.080
H24 5.68949 -4.76681 3.03299  0.072
H25 7.20308 -4.44776 2.15111  0.073
H26 6.01884 -5.58632 1.47580  0.067
C25 4.96024 -2.40869 1.97914  -0.018
H27 5.05635 -2.35381 3.07425  0.115
C26 4.36677 -1.33993 1.30336  -0.192
C27 3.78527 -0.19820 2.07688  -0.092
H28 4.19577 0.77200 1.76915  0.090
H29 4.01717 -0.31819 3.14134  0.071
H30 2.66828 -0.18470 2.04692  0.039
C28 4.36968 -2.70439 -2.27500  -0.049
H31 4.88052 -1.95230 -2.87911  0.054
H32 3.30033 -2.67642 -2.53289  0.084
H33 4.73723 -3.68608 -2.60196  0.071
C29 0.30903 1.72227 2.91210  -0.173
N4 0.26493 2.21358 1.47817  -0.166
C30 1.47828 3.12777 1.25051  -0.155
N5 1.46685 4.27623 2.19162  -0.085
C31 1.48726 3.70652 3.56876  -0.178
N6 0.32941 2.83893 3.86516  -0.092
C32 -0.90998 3.62645 3.61917  -0.167
N7 -1.01146 4.14677 2.23342  -0.071
C33 -0.97106 3.01402 1.29005  -0.118
C34 0.17859 4.99432 1.99595  -0.168
H34 1.19686 1.08559 3.07839  0.116
H35 -0.61154 1.17853 3.14225  0.097
H36 1.45103 3.51875 0.22305  0.114
H37 2.41716 2.58204 1.43773  0.105
H38 1.46809 4.52467 4.29367  0.109
H39 2.40523 3.11853 3.68815  0.119
H40 -1.78030 2.99205 3.81606  0.121
H41 -0.90492 4.46738 4.31675  0.109
H42 -0.97979 3.40363 0.26647  0.111
H43 -1.83562 2.36721 1.46610  0.109
H44 0.15491 5.83572 2.69689  0.111
H45 0.14509 5.36927 0.96526  0.116

HOMO level (alpha / beta): 1.6070 / 1.4164 eV
Kohn-Sham gap (alpha / beta): 0.091 / 0.097 Eh
2S+1: 3
Net charge: -2
Total energy: -69527.35249 eV